The following is a DFT calculation (wB97M-V/def2-TZVPD) of a molecular structure, C27H37AuNO4SSi at a distorted geometry.

The geometry in ORCA input format:
```
! wB97M-V def2-TZVPD RIJCOSX def2/J DEFGRID3
* xyz -1 1
Au 0.1365 -0.2777 -0.2457
O 1.0133 2.8934 0.5126
S -0.1987 2.4934 1.1718
O -0.8471 3.4824 1.9975
O -1.1235 1.7119 0.3498
O 0.4106 1.3759 2.2570
C -2.4513 -0.2404 3.8752
C -1.9431 -1.5211 4.0522
C -0.6617 -1.8056 3.6136
C 0.1215 -0.8478 2.9720
C -0.4019 0.4370 2.8203
C -1.6820 0.7391 3.2763
C 1.4689 -1.2408 2.4750
C 2.3066 -2.0439 3.3025
C 3.5396 -2.4059 2.8790
C 3.9973 -1.9469 1.6289
C 5.2871 -2.2316 1.1197
C 5.6645 -1.7578 -0.0985
C 4.7743 -0.9598 -0.8597
C 3.5305 -0.6645 -0.3929
C 3.1035 -1.1623 0.8616
N 1.8329 -0.8842 1.2753
H -3.4563 -0.0016 4.2008
H -2.5447 -2.2981 4.5073
H -0.2687 -2.8105 3.7226
H -2.0496 1.7494 3.1452
H 1.9500 -2.3456 4.2789
H 4.1807 -3.0318 3.4916
H 5.9692 -2.8327 1.7138
H 6.6483 -1.9933 -0.4853
H 5.0777 -0.5834 -1.8283
H 2.8428 -0.0405 -0.9521
C -3.5008 -2.5973 -2.7200
C -2.7756 -1.8345 -1.5969
C -3.3373 -2.3236 -0.2546
C -3.1661 -0.3541 -1.7062
Si -0.8161 -2.0165 -1.5984
C -0.1529 -1.8074 -3.4426
C -0.3451 -3.0294 -4.3570
C -0.8446 -0.6110 -4.1069
C 1.3427 -1.4620 -3.4160
C -0.3061 -3.7925 -0.9343
C -1.1062 -4.9783 -1.4921
C -0.4276 -3.8256 0.5983
C 1.1822 -4.0311 -1.2281
H -4.5908 -2.4803 -2.6082
H -3.2837 -3.6661 -2.7106
H -3.2373 -2.2131 -3.7072
H -4.4055 -2.0662 -0.1926
H -2.8288 -1.8440 0.5906
H -3.2597 -3.4066 -0.1410
H -4.2591 -0.2628 -1.5964
H -2.8963 0.0831 -2.6674
H -2.6931 0.2465 -0.9263
H -1.3894 -3.3447 -4.4115
H 0.2455 -3.8848 -4.0239
H -0.0169 -2.7887 -5.3806
H -1.8961 -0.8028 -4.3257
H -0.3466 -0.3853 -5.0630
H -0.7816 0.2809 -3.4744
H 1.9506 -2.1981 -2.8868
H 1.4948 -0.4950 -2.9270
H 1.7218 -1.3857 -4.4479
H -2.1566 -4.9269 -1.2014
H -0.7017 -5.9185 -1.0846
H -1.0614 -5.0451 -2.5799
H -1.4437 -3.6723 0.9553
H 0.2031 -3.0519 1.0472
H -0.0842 -4.8045 0.9717
H 1.3797 -4.2022 -2.2874
H 1.5256 -4.9247 -0.6823
H 1.7943 -3.1843 -0.8964
*
```

## Properties
Total energy   -60688.744 eV
Kohn-Sham gap   0.239 Eh
ΔE to the lowest compared entry with this formula, charge and spin   1.228 eV